(1)
55
Properties=species:S:1:pos:R:3:forces:R:3:mulliken_charge:R:1 method="wB97M-V/def2-TZVPD" total_charge=-1 e_homo_ev=-8.07 energy_ev=-50333.667
O 0.230 -3.181 1.519 0.3 -0.3 -0.5 -0.621
C -0.218 -2.271 0.901 -1.0 0.7 0.5 0.513
O 0.211 -1.013 0.902 0.2 -0.1 -0.2 0.039
B -0.588 -0.212 -0.011 0.0 -0.4 0.1 1.372
O -1.668 -1.111 -0.487 -0.3 0.4 0.0 -0.674
C -1.519 -2.304 0.035 1.8 -0.4 -0.4 0.451
O -2.102 -3.315 -0.230 -0.8 0.2 0.0 -0.706
O 0.220 0.336 -1.126 -0.5 0.3 0.1 -0.657
C 0.064 1.646 -1.171 0.4 -0.8 0.1 0.867
O 0.597 2.387 -1.954 -0.4 -0.1 0.1 -0.597
C -0.827 2.053 0.015 0.7 0.7 -0.1 0.339
O -1.150 0.978 0.697 0.0 -0.1 -0.3 -0.642
O -1.029 3.204 0.280 -0.6 -0.3 0.3 -0.733
O 2.632 5.012 -1.709 -0.1 0.0 -0.1 -0.632
H 2.677 4.417 -2.477 0.0 0.0 0.0 0.344
H 2.924 5.863 -2.048 0.0 0.0 0.0 0.294
O -1.867 3.834 3.115 -0.1 0.0 0.0 -0.620
H -2.080 3.795 2.174 0.2 0.0 0.0 0.330
H -0.987 4.223 3.143 0.0 0.0 -0.1 0.298
O -0.609 5.499 -1.262 -0.1 -0.1 0.0 -0.689
H 0.331 5.480 -1.485 0.0 -0.1 0.0 0.329
H -0.811 4.582 -1.005 0.2 0.6 0.0 0.379
O 1.031 0.527 -4.357 -0.3 0.1 -0.1 -0.626
H 0.517 0.838 -5.111 0.0 0.0 0.1 0.300
H 0.584 0.905 -3.584 0.4 -0.1 -0.2 0.303
O 3.477 -0.890 1.557 -0.2 0.1 0.1 -0.600
H 4.282 -0.664 2.033 0.0 -0.1 0.0 0.254
H 2.768 -0.404 2.018 0.1 -0.1 -0.2 0.391
O -1.863 -0.246 3.319 0.1 -0.1 -0.1 -0.621
H -2.722 -0.476 2.949 0.0 0.1 0.0 0.293
H -1.388 0.173 2.589 -0.2 0.0 0.2 0.384
O -3.176 -4.715 1.979 -0.5 0.4 -0.3 -0.673
H -3.065 -4.251 1.128 0.2 -0.3 0.3 0.351
H -3.874 -4.235 2.434 0.1 -0.1 0.1 0.296
O -1.057 -6.339 2.748 -0.2 0.1 0.1 -0.670
H -1.841 -5.778 2.582 0.5 -0.2 0.0 0.381
H -0.448 -5.766 3.228 -0.1 0.0 0.0 0.313
O -0.731 3.465 -4.118 0.2 -0.6 0.2 -0.671
H -1.525 2.967 -4.340 0.0 0.1 0.0 0.313
H -0.363 3.001 -3.335 -0.4 0.6 -0.3 0.333
O 0.750 -3.385 4.148 0.2 -0.2 -0.4 -0.659
H 0.812 -3.411 3.169 0.0 0.2 0.8 0.463
H 1.016 -2.492 4.385 -0.1 0.0 0.0 0.272
O -2.695 -4.561 -2.885 -0.1 0.0 0.0 -0.628
H -2.572 -3.699 -3.294 0.0 0.0 0.1 0.299
H -2.762 -4.370 -1.939 0.1 0.0 -0.2 0.345
O 1.717 0.992 2.850 0.1 0.2 0.0 -0.676
H 0.969 1.292 2.320 0.0 -0.1 0.1 0.303
H 2.307 1.754 2.895 -0.1 0.0 0.0 0.301
O 2.362 3.572 -4.303 -0.1 0.1 0.0 -0.692
H 2.737 2.999 -4.978 0.0 -0.1 0.1 0.297
H 1.441 3.282 -4.216 0.2 0.1 -0.2 0.334
O 3.284 -3.488 -0.052 -0.1 0.1 0.0 -0.651
H 2.384 -3.828 -0.097 0.1 0.0 0.1 0.318
H 3.212 -2.670 0.464 0.1 0.0 0.0 0.341

(2)
43
Properties=species:S:1:pos:R:3:forces:R:3:mulliken_charge:R:1 method="wB97M-V/def2-TZVPD" total_charge=-1 e_homo_ev=-1.77 energy_ev=-86981.099
C -1.268 1.039 1.964 -0.4 0.0 -0.1 -1.657
C -0.958 -0.457 1.960 1.5 0.9 -1.0 2.510
C -0.893 -0.926 3.414 -0.1 -0.1 0.2 -1.445
C -1.887 -1.295 1.087 -0.6 0.1 -0.1 0.112
C -1.305 -2.461 0.623 -0.4 0.2 -0.2 -0.537
I 0.801 -2.586 0.887 1.7 -4.1 -0.8 -0.278
C -1.992 -3.372 -0.174 -0.2 0.7 0.2 -0.546
C -3.259 -3.013 -0.651 0.1 0.0 0.4 -0.399
C -3.822 -1.790 -0.274 0.0 0.1 0.2 -0.571
C -3.160 -0.937 0.624 0.2 -0.3 0.0 -0.358
O 0.299 -0.587 1.310 -1.7 3.1 1.6 -0.735
S 3.163 1.691 2.939 -1.1 -1.3 -1.3 -0.240
C 2.654 2.050 1.223 -0.8 -0.6 -0.5 0.803
F 3.436 3.031 0.683 -0.4 -0.6 0.1 -0.254
F 2.814 0.915 0.504 0.0 1.5 0.6 -0.179
F 1.365 2.476 1.121 1.4 -0.3 0.1 -0.189
H -2.204 1.255 2.498 0.0 0.1 0.0 0.373
H -0.445 1.568 2.460 -0.4 -0.3 -0.2 -0.171
H -1.341 1.406 0.936 0.0 0.0 0.1 0.484
H -1.891 -0.896 3.867 0.0 0.0 0.1 0.347
H -0.500 -1.943 3.499 -0.1 0.1 -0.1 0.300
H -0.229 -0.249 3.970 -0.1 -0.3 -0.1 0.223
H -1.518 -4.309 -0.438 0.1 0.0 -0.2 0.356
H -3.802 -3.690 -1.307 0.1 0.1 0.1 0.339
H -4.787 -1.484 -0.675 0.1 -0.1 0.0 0.330
H -3.599 0.022 0.916 0.1 -0.4 -0.1 0.312
Cl 8.277 6.045 2.641 0.3 0.2 -0.2 -0.215
C 6.867 5.252 3.215 -0.9 -0.5 0.4 0.438
C 6.769 3.857 3.113 -0.3 0.3 0.2 -0.895
C 5.649 3.212 3.648 1.0 0.1 0.0 -0.037
C 4.688 3.961 4.314 -0.3 0.0 0.2 -0.009
S 3.349 3.174 5.212 -0.5 0.5 -0.7 1.220
C 2.181 2.849 3.825 0.6 0.8 1.0 -0.389
Cl 0.688 2.317 4.623 0.2 0.2 -0.4 -0.108
O 3.730 1.862 5.669 0.3 0.6 0.2 -0.581
O 2.769 4.174 6.073 0.3 -0.4 0.0 -0.663
C 4.721 5.351 4.319 0.6 0.1 -0.1 -0.282
C 5.834 6.008 3.786 0.0 -0.4 -0.1 -0.753
H 7.564 3.281 2.641 -0.2 0.2 0.1 0.389
H 5.556 2.131 3.540 0.2 0.5 0.4 0.554
H 2.084 3.804 3.291 -0.4 -0.4 0.1 0.578
H 3.895 5.910 4.749 0.2 -0.1 0.1 0.431
H 5.910 7.092 3.832 0.0 -0.2 -0.1 0.391

(3)
17
Properties=species:S:1:pos:R:3:forces:R:3:mulliken_charge:R:1 method="wB97M-V/def2-TZVPD" smiles="[H]/N=C/N.CCN" total_charge=0 e_homo_ev=-8.99 energy_ev=-7758.773
H -3.714 0.127 -4.248 0.3 0.7 0.4 0.214
N -3.084 -0.380 -3.643 0.0 0.0 -0.4 -0.653
C -2.226 0.178 -2.894 -0.2 -2.1 0.9 0.166
N -1.450 -0.682 -2.128 0.0 1.6 -0.3 -0.434
H -2.021 1.199 -2.577 -0.2 0.5 -0.8 0.277
H -1.702 -1.652 -2.079 0.2 0.0 0.0 0.231
H -0.736 -0.239 -1.574 0.0 -0.7 0.3 0.194
C 2.787 1.208 2.907 1.2 0.2 0.6 -1.194
C 2.379 -0.217 2.557 0.4 0.6 -0.8 -0.162
N 0.928 -0.306 2.352 1.6 -1.5 -0.1 -0.490
H 3.877 1.354 2.964 -0.1 -0.4 -0.3 0.334
H 2.474 1.896 2.123 -0.3 0.1 0.1 0.333
H 2.479 1.564 3.897 -0.6 -0.2 -0.3 0.312
H 2.867 -0.440 1.612 0.1 0.0 -0.5 0.161
H 2.842 -0.991 3.189 -0.8 0.4 0.5 0.312
H 0.570 -1.063 2.907 -0.9 0.5 0.1 0.197
H 0.488 0.583 2.330 -0.7 0.3 0.6 0.203

(4)
17
Properties=species:S:1:pos:R:3:forces:R:3:mulliken_charge:R:1 method="wB97M-V/def2-TZVPD" total_charge=+1 e_homo_ev=-15.11 energy_ev=-7859.940
C -0.096 -0.125 -1.487 0.4 1.4 4.1 0.291
C 0.148 -0.473 -2.670 0.3 -0.3 -1.2 -0.631
C 0.924 -0.341 -0.100 1.7 1.6 -4.0 0.151
C 1.069 -1.740 0.244 -1.8 -0.3 0.6 -1.463
C -1.400 -0.068 0.675 -3.2 -0.9 -0.5 -0.836
C -0.088 1.903 0.044 1.3 3.2 1.3 -0.826
N -0.303 0.445 -0.137 0.8 0.2 -1.0 0.518
H 1.904 0.229 -0.326 -2.1 -0.5 0.8 0.425
H 0.567 -2.323 -0.477 -0.2 -0.8 -1.2 0.471
H 0.508 -2.045 1.094 0.0 0.0 1.4 0.406
H 2.072 -2.019 0.270 1.6 -0.4 0.3 0.348
H -1.342 0.272 1.722 0.8 -0.9 -0.3 0.345
H -2.398 0.377 0.408 1.2 0.0 -0.5 0.357
H -1.563 -1.144 0.364 0.5 1.0 1.3 0.398
H 0.299 2.068 1.149 -0.9 -0.5 -2.2 0.369
H 0.671 2.410 -0.640 -0.6 -1.6 0.7 0.347
H -0.972 2.575 -0.133 0.3 -1.5 0.3 0.332

(5)
20
Properties=species:S:1:pos:R:3:forces:R:3:mulliken_charge:R:1 method="wB97M-V/def2-TZVPD" total_charge=+1 multiplicity=2 e_homo_ev="-14.27 / -14.26" energy_ev=-19732.456
C 1.083 2.130 0.035 -1.1 0.5 0.2 -1.253
C -0.205 1.190 -0.247 1.3 -0.5 1.4 0.399
C -0.208 0.167 0.946 -0.1 -0.3 -0.6 -0.882
S -1.923 -0.665 0.978 1.7 0.6 -0.5 0.115
N -1.534 1.741 -0.203 0.5 0.2 0.3 -0.483
H 1.939 1.463 0.151 0.0 0.1 0.1 0.346
H 1.325 2.866 -0.757 -0.4 -0.7 0.1 0.355
H 0.952 2.751 0.965 0.0 -0.8 -0.7 0.369
H 0.025 0.629 -1.191 -0.8 0.8 0.6 0.228
H 0.038 0.664 1.911 -0.6 -0.4 -0.5 0.489
H 0.537 -0.608 0.734 -0.1 -0.1 0.5 0.510
H -1.651 -1.569 1.955 -0.1 0.4 0.2 0.267
H -1.785 2.282 -0.996 -0.5 0.3 -1.0 0.266
H -1.767 2.268 0.630 0.3 0.0 0.2 0.253
H 3.016 -1.946 -0.855 -1.4 -2.2 -0.4 0.321
H 3.204 -0.542 -1.245 0.9 -0.8 0.8 0.310
O 3.591 -1.249 -0.663 0.3 3.0 -0.4 -0.628
H -0.161 -2.503 -0.744 1.4 0.8 -2.2 0.302
H 0.122 -1.195 -1.560 0.0 -0.4 -0.2 0.314
O 0.370 -2.130 -1.540 -1.3 -0.6 2.3 -0.600

(6)
97
Properties=species:S:1:pos:R:3:forces:R:3:mulliken_charge:R:1 method="wB97M-V/def2-TZVPD" total_charge=+1 e_homo_ev=-12.23 energy_ev=-247261.332
C 2.771 -2.163 -0.564 0.5 -0.1 0.6 -1.474
C 4.266 -1.875 -0.419 -0.3 0.4 -0.1 0.388
C 5.007 -1.827 -1.757 -0.1 0.3 0.0 -1.571
C 4.457 -0.639 0.492 0.4 -0.8 -0.5 -1.245
C 4.393 0.754 -0.124 -0.1 -0.5 1.0 -0.962
N 3.162 1.042 -0.878 1.2 -0.4 0.6 0.890
C 3.049 1.164 -2.181 -1.6 0.6 -1.3 -0.382
N 4.029 1.076 -3.102 0.7 -0.2 0.2 -0.118
N 1.741 1.460 -2.510 0.9 -0.6 -0.1 -0.324
C 1.118 1.524 -1.381 -0.6 0.3 -0.9 -0.418
N 1.940 1.291 -0.331 -0.4 -0.4 0.1 -0.025
S 1.493 1.369 1.316 0.9 1.7 2.1 1.547
O 1.007 2.679 1.542 -1.1 0.0 -0.9 -0.564
O 2.581 1.008 2.146 0.4 -1.0 -0.6 -0.735
C 0.164 0.092 1.685 -0.4 -0.1 -0.1 0.261
F 0.021 0.243 2.993 0.2 0.4 0.2 -0.268
F 0.654 -1.121 1.476 0.1 0.0 -0.4 -0.080
C -1.250 0.288 1.026 -0.3 -0.7 -0.1 0.496
F -1.444 1.534 0.596 0.5 0.3 -0.2 -0.171
F -2.145 0.053 1.986 -0.3 0.0 0.4 -0.211
C -1.599 -0.714 -0.126 -0.9 0.3 -0.1 0.590
F -2.524 -0.107 -0.896 0.2 0.1 0.0 -0.251
F -0.554 -0.999 -0.909 0.4 0.1 0.2 -0.207
C -2.299 -2.021 0.369 0.2 -0.3 -1.1 0.312
F -2.233 -2.887 -0.650 0.1 0.0 0.2 -0.281
F -3.578 -1.800 0.615 0.1 0.1 0.5 -0.189
F -1.687 -2.546 1.421 -0.1 0.2 0.2 -0.098
H 2.591 -3.051 -1.150 0.0 0.0 -0.5 0.575
H 2.384 -2.389 0.425 -0.2 0.0 0.1 0.372
H 2.199 -1.319 -0.941 -0.1 0.0 -0.4 0.084
H 4.685 -2.705 0.139 0.0 -0.1 0.2 0.720
H 4.312 -1.724 -2.587 -0.1 0.0 -0.1 0.327
H 5.587 -2.721 -1.942 0.0 -0.2 0.0 0.365
H 5.692 -0.988 -1.816 0.2 0.1 0.0 0.320
H 5.457 -0.717 0.912 0.2 0.2 0.2 0.519
H 3.770 -0.745 1.324 0.0 0.2 0.1 0.481
H 5.226 0.958 -0.776 0.0 -0.1 -0.5 0.722
H 4.463 1.483 0.671 -0.1 0.2 0.1 0.267
H 4.040 0.348 -3.801 -0.4 0.2 -0.1 0.214
H 4.737 1.786 -3.176 0.1 0.0 0.2 0.236
H 0.072 1.780 -1.383 -0.2 0.0 0.8 0.676
Cl -6.713 -2.450 4.688 0.0 0.0 0.0 -0.175
C -6.246 -2.732 2.992 0.1 -0.1 0.0 0.158
C -6.781 -1.667 2.070 0.0 0.0 -0.1 -0.278
Cl -8.552 -1.740 1.908 0.0 0.0 0.0 -0.188
H -6.600 -3.720 2.707 -0.1 0.0 0.0 0.388
H -5.158 -2.732 2.959 0.0 0.1 0.0 -0.340
H -6.366 -1.806 1.072 0.0 -0.1 0.0 0.103
H -6.517 -0.672 2.420 0.0 0.0 0.1 0.331
Cl -1.487 -2.754 7.681 0.0 0.0 0.0 -0.183
C -0.994 -3.031 5.995 0.1 0.0 0.0 -0.430
C -1.523 -1.965 5.070 0.1 0.0 -0.1 0.093
Cl -3.295 -2.051 4.888 0.1 0.1 0.0 -0.126
H -1.338 -4.020 5.701 0.0 0.0 0.0 0.274
H 0.095 -3.025 5.976 0.0 0.0 0.0 0.318
H -1.093 -2.098 4.077 0.0 -0.1 0.0 -0.355
H -1.271 -0.970 5.427 -0.1 0.0 0.1 0.386
Cl -2.250 5.547 0.072 0.0 0.0 0.0 -0.194
C -1.067 5.357 1.390 0.0 -0.1 0.1 0.306
C -1.270 6.356 2.501 0.0 0.0 0.1 -0.494
Cl -0.874 8.019 2.000 0.0 0.0 0.0 -0.175
H -0.072 5.443 0.959 0.0 0.1 0.0 -0.136
H -1.190 4.348 1.782 0.0 0.0 0.0 0.009
H -0.608 6.111 3.331 0.0 0.0 0.0 0.301
H -2.294 6.350 2.864 0.0 0.0 -0.1 0.381
Cl -0.368 0.486 -8.558 0.0 0.0 0.0 -0.183
C -0.152 0.270 -6.806 -0.1 0.0 -0.1 -0.131
C 1.162 0.808 -6.319 0.1 0.1 0.0 -0.001
Cl 2.566 -0.150 -6.878 0.0 0.0 0.1 -0.219
H -0.265 -0.788 -6.582 0.0 0.0 0.0 0.345
H -0.951 0.817 -6.311 0.0 0.0 -0.1 -0.034
H 1.174 0.775 -5.236 0.0 0.0 0.2 -0.137
H 1.314 1.836 -6.635 0.0 0.0 -0.1 0.373
Cl -5.863 1.841 -4.537 0.0 0.0 0.0 -0.178
C -5.424 0.134 -4.300 -0.1 0.0 0.0 -0.485
C -4.198 -0.016 -3.438 -0.1 -0.2 0.1 -0.382
Cl -2.726 0.574 -4.263 0.0 0.0 0.1 -0.131
H -5.281 -0.317 -5.279 0.0 0.0 0.0 0.341
H -6.270 -0.351 -3.816 0.0 0.0 0.1 0.348
H -4.033 -1.068 -3.208 0.0 0.0 -0.1 0.219
H -4.300 0.529 -2.504 0.0 0.1 -0.1 0.263
Cl 2.921 6.897 -0.326 0.0 0.0 0.0 -0.161
C 3.191 5.688 0.946 -0.2 0.1 0.0 0.220
C 4.465 4.914 0.743 0.0 0.1 0.3 -0.512
Cl 4.354 3.859 -0.703 0.0 0.2 -0.1 -0.136
H 2.329 5.023 0.962 0.0 0.0 0.0 -0.376
H 3.232 6.221 1.895 0.1 0.0 0.0 0.366
H 4.644 4.269 1.602 0.0 -0.1 -0.1 0.258
H 5.327 5.563 0.614 0.0 0.0 -0.1 0.467
Cl 0.829 -5.014 3.109 0.0 0.1 0.0 -0.189
C -0.497 -5.396 1.980 -0.2 -0.1 0.0 0.269
C 0.006 -5.952 0.673 -0.1 -0.1 0.0 -0.636
Cl 0.889 -4.723 -0.276 -0.2 -0.1 0.1 -0.089
H -1.074 -4.489 1.827 0.1 -0.2 0.0 -0.398
H -1.132 -6.132 2.470 0.1 -0.1 0.0 0.403
H -0.836 -6.283 0.068 0.0 0.1 0.0 0.329
H 0.673 -6.797 0.824 0.1 0.0 0.0 0.410

(7)
23
Properties=species:S:1:pos:R:3:forces:R:3:mulliken_charge:R:1 method="wB97M-V/def2-TZVPD" smiles="O=c1ccn(COCCO)c(=S)[nH]1" total_charge=0 e_homo_ev=-8.87 energy_ev=-27378.741
O -3.561 -0.897 1.141 0.2 0.1 -0.3 -0.621
C -2.597 -0.672 0.438 -0.4 0.2 0.5 0.431
C -1.987 -1.629 -0.468 0.8 0.5 -0.3 -0.719
C -0.815 -1.325 -1.075 -0.8 -0.3 0.1 0.113
N -0.257 -0.073 -0.943 0.2 1.6 0.2 0.158
C 0.978 0.234 -1.715 -0.1 -1.0 0.1 -0.898
O 2.012 -0.634 -1.368 -0.7 -0.8 -1.4 -0.341
C 2.743 -0.314 -0.241 0.7 0.8 1.5 -0.322
C 2.153 -0.876 1.077 -0.9 0.7 -0.9 -0.148
O 2.941 -0.459 2.150 0.1 0.2 0.4 -0.534
C -0.837 0.943 -0.148 0.5 -0.1 0.0 0.282
S -0.239 2.475 0.115 0.2 -0.4 -0.4 -0.372
N -1.971 0.592 0.511 0.2 -2.0 -1.1 -0.071
H -2.516 -2.550 -0.591 0.1 -0.4 0.0 0.421
H -0.254 -2.043 -1.701 -0.4 0.6 0.4 0.400
H 0.787 0.169 -2.796 0.0 -0.4 0.4 0.300
H 1.302 1.215 -1.507 -0.2 1.4 0.4 0.462
H 2.958 0.772 -0.170 -0.6 -0.2 0.1 0.288
H 3.737 -0.735 -0.336 0.2 -0.4 -0.3 0.324
H 1.142 -0.445 1.288 0.6 -0.6 -0.4 0.034
H 2.128 -1.972 0.944 -0.3 0.3 0.3 0.259
H 3.577 -1.138 2.334 0.6 -0.4 0.3 0.338
H -2.405 1.245 1.122 -0.1 0.7 0.4 0.216

Ordered energy above the lowest of the compared OMol25 structures with the same formula, charge and spin results: 0.506 1.401 1.311 6.408 0.803 0.000 0.023; unit eV.